Below is a cluster of 11 separate species, C82H180N10O11 in total in a non-equilibrium geometry, with properties calculated with ωB97M-V with the def2-TZVPD basis set.

Cartesian coordinates (Å):
C1 8.0804 7.8823 2.2047
H1 -7.1221 1.5674 0.8619
H2 0.5147 3.5471 -13.4881
H3 0.8798 -1.4502 0.0821
H4 1.2808 3.3468 11.6693
H5 1.6033 2.0766 9.5091
H6 -0.4333 -5.5515 9.3205
C2 6.5218 5.0142 2.1503
H7 -2.7364 6.9569 9.2784
H8 8.4325 -1.6704 -2.9546
H9 -0.5014 -0.4040 -11.1068
O1 -7.3583 1.0207 8.1766
H10 -8.2931 -4.3692 -5.2484
H11 -3.7989 -9.7420 9.3391
H12 -4.5493 6.9930 -2.0325
H13 0.6325 5.8325 12.3334
C3 1.1575 -8.2106 -7.6887
H14 -1.3857 -6.4017 -7.6031
H15 -2.5688 -0.2058 3.0520
H16 3.3000 -8.1976 -7.0630
H17 -7.4790 2.2382 2.4779
H18 8.0397 7.8888 1.1155
H19 6.4046 5.7173 5.5645
N1 -9.8496 -3.1448 -4.3010
N2 0.5212 -8.1925 -6.3355
H20 -3.2039 5.4814 8.3787
H21 -7.7953 -0.7922 8.8340
H22 -0.2918 9.5634 -4.0649
N3 -10.0525 2.9332 6.5197
C4 -8.8447 2.6273 7.3114
H23 -9.3287 0.5660 7.5756
H24 -2.6027 8.4680 -4.8906
H25 -3.4733 -2.5490 3.1501
H26 -1.7976 -6.1793 10.2798
C5 -0.1658 3.7417 -12.6591
H27 -0.5007 5.1321 7.4905
C6 -0.4004 -7.7115 9.8735
H28 0.2721 -6.6233 -8.8588
H29 -2.7421 2.8306 8.9861
H30 3.7736 0.7337 -9.7020
N4 -2.0480 -1.4559 0.3176
H31 6.8730 2.8125 2.1311
H32 -1.8887 3.8076 -10.6550
H33 -0.8959 11.7445 -2.6529
H34 -10.0166 -2.4011 -4.9636
H35 9.7441 -5.4540 -6.5569
H36 11.9965 -1.9646 -5.1827
C7 -2.6601 5.8703 9.2396
C8 -1.1642 -0.3653 -0.2333
H37 0.4418 2.5766 8.3001
C9 1.2754 0.4621 -10.3856
H38 1.9046 3.2207 -8.2946
N5 -0.8179 -8.2684 8.5505
H39 -5.3525 9.6332 -2.8884
C10 -1.6509 -0.6853 2.7120
H40 0.5472 8.7620 -2.7706
C11 -8.4554 1.1271 7.2428
H41 -3.0847 6.9295 -4.1294
H42 0.7217 5.9417 8.6687
O2 -9.6916 1.6221 1.7087
H43 8.2517 -3.3934 -6.8879
H44 -2.8540 -9.4413 11.6514
H45 -3.3438 5.5907 10.0411
C12 6.0442 4.8691 3.5973
H46 -2.7088 -8.8006 -7.2811
H47 -3.0722 -6.6954 8.7532
O3 -2.3613 -2.5034 -0.4867
H48 0.5188 10.9647 -1.8943
C13 -1.1607 7.6477 -3.4820
C14 -9.4114 2.9126 8.7513
H49 -0.4620 -9.5075 11.0708
H50 -0.8975 -5.9278 -5.9680
H51 0.5092 2.2393 -8.4157
C15 0.2356 -0.9235 -0.6220
C16 0.3469 3.8588 11.4373
N6 9.7925 -3.6011 -4.4394
H52 1.7343 -8.0685 -4.9497
H53 -2.5983 -6.4313 -6.3328
C17 -1.9286 -1.8779 1.7564
H54 9.6790 -4.4718 -2.8397
C18 1.5894 2.2113 -8.5589
H55 0.0036 9.2607 -0.2401
H56 8.3158 -0.8019 -5.6819
C19 -0.2282 0.5292 -10.6142
H57 -10.9183 2.5155 6.8294
H58 2.5299 4.2713 -11.5738
H59 6.8057 3.5246 0.5881
H60 -1.6317 -9.7355 -9.1677
H61 -1.6576 1.7563 -11.7848
C20 -2.7456 -9.5024 9.4850
C21 -8.3965 -4.8079 -3.1923
H62 -0.3026 3.5040 12.2375
N7 1.4203 2.8552 -10.9538
C22 -2.6209 7.9012 -3.9598
H63 5.7800 6.0676 0.3396
H64 5.6142 6.9834 1.8725
H65 -2.9798 7.1763 -1.2021
H66 -8.5950 3.0217 9.4652
C23 11.4070 -2.4600 -5.9542
C24 0.3276 -9.2142 -8.6065
H67 8.8412 8.6166 2.4695
H68 12.3657 -3.7803 -3.7967
H69 -0.6050 6.7695 7.9463
C25 6.3266 3.5679 1.5662
H70 -2.2346 -9.1091 6.0848
H71 -2.4239 -8.6014 -4.8474
C26 -0.6377 0.3401 2.2388
H72 1.4841 -0.2466 -9.5842
H73 -1.5420 -3.0034 -0.4691
N8 -2.6029 9.8624 -2.3241
H74 6.7837 -2.8154 -6.0830
H75 -0.8629 -9.1969 -4.2591
H76 -1.4006 -8.0234 -9.1310
C27 -1.0183 -8.5729 10.9990
H77 0.1639 -1.5368 -1.5202
H78 1.9275 -6.8782 -9.1628
O4 -3.2840 10.5629 -1.3358
C28 10.2944 -1.4441 -6.4275
C29 -0.6694 1.6749 10.7532
H79 7.4729 -4.3522 -5.6973
C30 -0.9342 -2.9804 2.1390
C31 10.0467 6.4003 2.7755
O5 9.4831 -4.7149 -3.7476
C32 8.0218 6.3986 4.2783
C33 -1.3607 -8.3735 -4.7713
H80 4.1001 2.5471 -9.7537
C34 5.5469 6.0023 1.4024
H81 4.5196 5.6625 1.5335
H82 -1.1748 3.8791 -13.0479
H83 -0.5212 4.5266 -9.8917
H84 12.0454 -2.6653 -6.8135
C35 -1.8465 0.3197 -1.4043
H85 0.9620 -0.1680 -0.9215
O6 -0.1771 -7.7069 7.5348
H86 6.3043 3.8833 3.9831
H87 0.5688 -8.2879 7.3683
H88 -1.0792 6.9360 -2.6605
C36 -3.3842 8.6982 -2.8358
H89 -2.0232 1.2472 0.8666
H90 10.2102 -4.1283 -7.5367
H91 1.9565 1.4794 -7.8394
H92 -2.8665 -6.9602 7.1405
H93 4.9560 4.9230 3.6269
H94 -1.5698 -9.9912 -6.7441
H95 -10.2603 -7.4936 -2.5969
H96 -0.6344 1.1467 2.9719
H97 7.3690 -3.1708 -3.0947
C37 3.5084 1.7065 -10.1161
C38 -3.3442 -2.2421 2.1122
H98 -2.7280 0.9033 -1.1389
N9 -1.3719 3.8421 9.6460
H99 -8.4265 -4.2922 -2.2325
H100 -2.1920 -10.4339 9.3669
C39 12.1415 -4.3747 -4.6824
H101 8.7447 5.8286 4.8620
H102 -4.5640 9.7482 -4.4247
H103 -1.6165 5.7628 11.5658
H104 1.7334 -0.0297 -11.2438
H105 1.4255 -6.0487 -7.6266
H106 5.2776 3.2765 1.5148
H107 9.5983 -0.7554 -4.5157
H108 10.4785 6.5138 1.7811
H109 0.6452 -9.1340 -9.6461
C40 1.2085 -6.8397 -8.3445
C41 -0.9021 3.5724 -10.2558
C42 -4.7050 9.0841 -3.5720
H110 -10.1383 1.1537 0.9997
H111 -0.6947 6.9780 10.7186
H112 -6.8221 -0.9017 7.4655
H113 -10.0981 3.7541 8.6602
H114 -1.4937 1.7674 11.4603
C43 -7.4752 -2.7531 -4.2840
C44 -1.6410 -8.9948 -7.1804
H115 -1.2915 -3.9052 1.6860
H116 -0.2631 -5.9326 11.0312
H117 -9.9107 -2.6151 -3.4432
C45 -0.7255 -6.2564 10.0988
H118 10.5836 7.2199 3.2529
C46 -1.2052 9.6359 -1.9988
H119 -1.0669 0.8971 -1.9012
H120 10.4302 5.4429 3.1282
H121 1.5013 -7.8233 11.0037
C47 -0.0249 2.9399 -11.3315
H122 1.4825 3.7963 9.1044
O7 1.9996 4.0911 -10.7941
H123 -6.0822 -0.3719 9.0981
H124 -2.1476 -0.4242 -2.1419
C48 0.5197 5.3428 11.3662
C49 2.6148 -8.8108 -7.6484
C50 1.9639 1.8722 -9.9835
H125 -3.1040 -7.9594 10.8620
H126 -1.2993 -10.3079 7.0233
H127 -1.1195 -1.0792 3.5784
H128 -8.5641 -7.3265 -2.2403
C51 -0.3050 5.7955 8.3329
C52 -3.1699 -7.5076 8.0329
H129 8.1497 7.3878 4.7178
C53 -9.4858 -6.7600 -2.3732
H130 -9.8452 -6.4714 -1.3855
C54 6.5347 6.0223 4.5262
H131 -7.4131 -5.2668 -3.2945
H132 3.7159 1.4849 -11.1630
H133 -7.5143 -2.2148 -5.2310
H134 -4.2059 -7.8446 7.9990
H135 9.9250 -1.7902 -7.3928
C55 -2.4877 -8.8568 10.8074
H136 -9.8869 2.5109 5.6173
C56 7.7373 -3.3206 -5.9296
C57 -2.1841 -8.7028 8.2931
C58 0.9140 2.8756 9.2359
H137 -0.8216 -8.1794 11.9963
H138 -10.1012 2.1364 9.0824
C59 1.1487 -7.8601 9.9729
H139 0.1494 1.0943 11.1781
O8 -9.4583 -5.7685 -3.3875
O9 1.2377 -7.4215 -5.4560
C60 -0.5671 11.0567 -1.8739
H140 6.9825 -1.7205 -3.8976
O10 8.4137 5.4137 0.7259
C61 -0.2170 3.0948 10.2262
C62 -0.4480 8.9746 -3.1611
H141 -2.9740 -10.4162 7.1267
H142 -4.1344 -1.5232 1.8955
C63 7.8385 -2.3233 -3.5942
H143 -0.7560 7.1759 -4.3774
H144 -0.9829 -3.1653 3.2121
H145 -8.1504 0.7925 6.2513
H146 -6.9258 3.2543 1.2437
H147 -5.3311 8.2429 -3.8696
H148 1.2703 5.6870 10.6547
H149 5.8839 6.8863 4.3919
H150 -9.1387 2.6277 -0.0099
C64 9.1811 -1.3585 -5.3221
H151 -4.2313 8.1399 -0.8165
H152 -9.4875 3.5118 1.5122
C65 -7.5781 2.3958 1.4039
C66 -0.5948 1.5601 -11.6432
H153 -0.9867 11.5135 -0.9775
C67 -0.9143 -8.0105 -6.1960
H154 0.4189 -10.2691 -8.3475
C68 10.9300 -3.8696 -5.4664
C69 -2.1849 -9.6724 7.0167
H155 -8.0949 3.3389 6.9656
H156 7.1465 8.2629 2.6183
H157 -3.6807 -3.1864 1.6842
C70 -0.9964 9.0179 -0.5993
H158 -0.2686 1.5669 0.5480
C71 -9.0301 2.6244 1.0747
H159 -6.5160 -3.2592 -4.1747
H160 0.0922 -2.8403 1.7998
H161 0.1366 4.7557 -12.3972
C72 -8.5050 -3.7758 -4.3590
H162 8.9380 4.6172 0.6153
H163 -1.2428 3.0442 -9.3653
C73 -6.9111 -0.3335 8.3914
C74 -0.8366 5.9017 10.8171
C75 -1.5411 -6.5948 -6.5416
C76 8.5019 6.5283 2.8022
C77 -3.7873 7.7029 -1.7109
H164 -0.9789 1.0281 9.9323
H165 -3.3882 11.4351 -1.7233
C78 -1.0203 0.8236 0.8137
H166 2.9354 -8.9427 -8.6818
C79 -1.2490 5.2868 9.4393
H167 11.9924 -5.3803 -4.2892
H168 11.3955 -5.2527 -7.1554
H169 -0.1812 1.1660 -12.5715
H170 -0.8536 0.7226 -9.7427
H171 -1.6365 9.4048 0.1937
H172 13.0434 -4.3699 -5.2945
H173 -1.2471 -7.4793 -4.1585
H174 0.4128 0.0582 2.3106
H175 1.4250 -8.8789 9.7010
H176 1.7269 -7.0813 9.4757
O11 -1.9477 3.1781 8.5740
C80 -1.1477 -8.9410 -8.5998
N10 7.9555 5.4180 2.0825
H177 -1.0552 7.9303 -0.5586
C81 8.6486 -2.7402 -4.8057
H178 2.7017 -9.7448 -7.0931
H179 -7.5911 -2.0768 -3.4372
C82 10.5517 -4.7357 -6.6985
H180 10.7295 -0.4749 -6.6713

Summary:
HOMO-LUMO gap, eV: 8.181
E_tot, eV: -125359.8821
Charge: 0
Relative energy (zero: lowest compared OMol25 entry of this formula, charge and spin), kJ/mol: 398.08
HOMO, Ha: -0.2925